Entry from the OMol25 dataset: C16H33ClP2W as an isolated structure at a distorted geometry (ωB97M-V with the def2-TZVPD basis set).

Results
Spin multiplicity ... 3
HOMO level (spin up / spin down) ... -13.9 / -13.9 eV
LUMO level (spin up / spin down) ... -8.170 / -8.703 eV
HOMO-LUMO gap (spin up / spin down) ... 5.734 / 5.200 eV
Charge ... +2

Cartesian coordinates (Å):
1 P 0.2884 -2.6274 -2.0121
2 P -0.7455 2.5654 -1.7563
3 C -0.6763 0.1410 -3.0423
4 C -0.2230 1.5763 -3.2385
5 H -1.7108 0.0223 -2.7256
6 H -0.4548 -0.5218 -3.8807
7 H 0.8578 1.7033 -3.4017
8 H -0.7964 2.0810 -4.0149
9 C -2.4549 2.8695 -2.2058
10 H -2.9623 3.4561 -1.4324
11 H -3.0184 1.9431 -2.3724
12 H -2.4819 3.4496 -3.1434
13 C 0.1655 4.0821 -1.6170
14 H 0.1391 4.6534 -2.5530
15 H 1.2056 3.8912 -1.3313
16 H -0.3017 4.6816 -0.8268
17 C -1.2889 -3.5327 -2.0814
18 H -1.4115 -4.1689 -1.1897
19 H -1.3146 -4.1501 -2.9945
20 H -2.1052 -2.7943 -2.0960
21 C 1.4767 -3.7467 -2.8436
22 H 2.4357 -3.2322 -3.0015
23 H 1.0487 -4.0255 -3.8280
24 H 1.6835 -4.6531 -2.2424
25 W 0.7353 -0.3341 -1.7202
26 C 0.8145 1.6736 -6.0402
27 C -0.5229 1.7898 -6.0834
28 C -1.4736 0.8264 -6.7111
29 C -0.9299 -0.5873 -6.9486
30 C -0.1957 -1.2269 -5.7940
31 C 1.1292 -1.1400 -5.5734
32 C 2.0518 -0.4985 -6.5483
33 C 1.5995 0.8912 -7.0409
34 C 0.6724 -1.0266 0.2417
35 H 1.4270 2.3036 -5.3955
36 H -1.0103 2.7438 -5.8239
37 H -1.8216 1.2425 -7.6736
38 H -2.3681 0.7760 -6.0685
39 H -1.8073 -1.2165 -7.1610
40 H -0.3241 -0.5953 -7.8649
41 H -0.8177 -1.9129 -5.2004
42 H 1.5967 -1.7322 -4.7921
43 H 2.1640 -1.1307 -7.4457
44 H 3.0331 -0.4095 -6.0705
45 H 2.5091 1.4650 -7.2832
46 H 1.0462 0.7913 -7.9879
47 H 1.1399 -0.3205 0.9418
48 H 1.1578 -2.0026 0.3641
49 H -0.3731 -1.1153 0.5605
50 Cl 2.7911 -0.2410 -2.6845
51 C -0.1917 1.2777 -0.6418
52 H 0.5693 1.7193 0.0098
53 H -0.9967 0.9131 0.0099

Results of the Mulliken charge analysis, in e, for atoms 1 through 4: P 0.482; P 0.923; C -0.152; C -0.179



Entry from the OMol25 dataset: a 6-piece molecular cluster, H12O5S2 overall (ωB97M-V with the def2-TZVPD basis set).

Results
Spin multiplicity ... 1
HOMO level ... -9.4 eV
LUMO level ... 0.352 eV
HOMO-LUMO gap ... 9.712 eV
Structure (SMILES) ... SS.O.O.O.O.O
Charge ... 0

Cartesian coordinates (Å):
1 S 0.1341 2.6500 1.8394
2 S 0.9209 0.8454 2.5110
3 H -0.4252 3.0427 2.9905
4 H -0.0142 0.0759 1.9319
5 O -2.3916 0.9350 -0.1929
6 H -1.8875 1.5543 0.3467
7 H -3.1673 0.7486 0.3454
8 O -1.2864 -0.8053 -2.2303
9 H -0.4849 -0.4715 -2.6475
10 H -1.5829 -0.0667 -1.6808
11 O 1.2996 0.7607 -1.2680
12 H 1.8694 0.3290 -0.6129
13 H 1.8551 1.4025 -1.7271
14 O -0.2787 -1.9142 0.0869
15 H -0.9678 -2.4238 0.5188
16 H -0.4078 -2.0276 -0.8765
17 O 2.4174 -1.3290 0.5128
18 H 1.4892 -1.5947 0.3767
19 H 2.9085 -1.7112 -0.2242

Results of the Mulliken charge analysis, in e, for atoms 1 through 4: S -0.241; S -0.118; H 0.175; H 0.139



Entry from the OMol25 dataset: the molecule C3H3N at a distorted geometry (ωB97M-V with the def2-TZVPD basis set).

Results
Spin multiplicity ... 1
HOMO level ... -10.5 eV
LUMO level ... 0.267 eV
HOMO-LUMO gap ... 10.809 eV
Structure (SMILES) ... C=CC#N
Charge ... 0

Cartesian coordinates (Å):
1 C 0.6397 -0.5827 -0.5237
2 C -0.4658 0.1330 -0.2478
3 C -0.5869 0.8410 0.9774
4 N -0.5556 1.3208 2.0421
5 H 0.7386 -1.0828 -1.4824
6 H 1.4787 -0.7452 0.2129
7 H -1.2486 0.1158 -0.9785

Results of the Mulliken charge analysis, in e, for atoms 1 through 4: C -0.566; C -0.233; C 0.352; N -0.373



Entry from the OMol25 dataset: a 8-piece molecular cluster, C14H44O8 overall at a distorted geometry (ωB97M-V with the def2-TZVPD basis set).

Results
Spin multiplicity ... 2
HOMO level (spin up / spin down) ... -11.9 / -11.9 eV
LUMO level (spin up / spin down) ... -2.662 / -9.409 eV
HOMO-LUMO gap (spin up / spin down) ... 9.202 / 2.456 eV
Charge ... +1

Cartesian coordinates (Å):
1 C -15.5018 11.3350 -17.0115
2 C -15.1547 10.2306 -16.1257
3 O -14.8141 10.5852 -14.8340
4 H -14.7102 12.0841 -17.0308
5 H -16.4197 11.7811 -16.6287
6 H -15.7205 10.9904 -18.0222
7 H -14.3406 9.6188 -16.5144
8 H -16.0086 9.5534 -16.1438
9 H -14.7608 9.7665 -14.3356
10 C -17.6152 10.2599 -22.5851
11 C -16.1504 10.0608 -22.3084
12 O -15.9426 10.0571 -20.9349
13 H -17.7482 10.3487 -23.6633
14 H -17.9484 11.1845 -22.1137
15 H -18.2611 9.4522 -22.2410
16 H -15.4930 10.8236 -22.7257
17 H -15.7593 9.1576 -22.7768
18 H -16.2268 9.2531 -20.4940
19 C -19.3210 15.2269 -20.2470
20 C -20.4469 16.1297 -20.6635
21 O -21.7896 15.6507 -20.2677
22 H -19.4834 14.1577 -20.3834
23 H -19.0491 15.3168 -19.1953
24 H -18.5283 15.6438 -20.8683
25 H -20.3360 16.2727 -21.7383
26 H -20.3904 17.0985 -20.1672
27 H -22.5206 16.1381 -20.6548
28 C -14.9793 14.5603 -22.8805
29 C -14.7081 15.9008 -22.2678
30 O -15.6965 16.1441 -21.2698
31 H -15.2958 13.7029 -22.2865
32 H -13.9734 14.2554 -23.1693
33 H -15.6007 14.6916 -23.7663
34 H -14.5975 16.7504 -22.9416
35 H -13.7451 15.8828 -21.7575
36 H -15.3108 15.8865 -20.4292
37 O -17.0285 12.9993 -19.9661
38 H -16.6668 12.1261 -20.1171
39 H -16.2640 13.5495 -19.7954
40 O -18.6848 12.7332 -17.8624
41 H -18.3113 12.9269 -18.7222
42 H -19.5037 12.2761 -18.0540
43 C -20.5522 11.5143 -20.5335
44 C -21.2854 10.6443 -19.4779
45 C -20.7563 9.2031 -19.5170
46 O -21.0931 11.2755 -18.2173
47 H -20.9694 11.2726 -21.5111
48 H -19.4668 11.4486 -20.4585
49 H -20.8710 12.5336 -20.3159
50 H -22.3321 10.6660 -19.7812
51 H -19.7100 9.1758 -19.2126
52 H -20.7210 8.8906 -20.5606
53 H -21.3325 8.4422 -18.9905
54 H -21.6275 10.8881 -17.5202
55 C -13.1153 12.9070 -19.6310
56 C -13.4802 14.2873 -18.9028
57 C -12.5355 15.3985 -19.0928
58 O -14.8391 14.5716 -19.1617
59 H -13.7764 12.1129 -19.2838
60 H -12.1372 12.5772 -19.2807
61 H -13.0708 13.0233 -20.7139
62 H -13.4488 14.1166 -17.8267
63 H -12.6465 16.2777 -18.4582
64 H -12.6492 15.8511 -20.0779
65 H -11.5390 14.9618 -19.0270
66 H -15.3983 14.3786 -18.4056

Results of the Mulliken charge analysis, in e, for atoms 1 through 4: C -0.040; C -0.723; O -0.529; H -0.008



Going through the records in order, we get ΔE to the lowest compared entry with this formula, charge and spin values of 20.4 13.6 11.9 14.1 kJ/mol.